{"formula": "C24H29N3O3", "method": "ωB97M-V/def2-TZVPD", "homo_energy_ev": -8.642, "e_above_lowest_kcal_mol": 55.7, "smiles": "O=C(c1ccc(OC2CCN(C(=O)c3cccnc3)CC2)cc1)N1CCCCCC1", "lumo_ev": 0.601, "species": ["O", "C", "C", "C", "C", "C", "O", "C", "C", "C", "N", "C", "O", "C", "C", "C", "C", "N", "C", "C", "C", "C", "C", "N", "C", "C", "C", "C", "C", "C", "H", "H", "H", "H", "H", "H", "H", "H", "H", "H", "H", "H", "H", "H", "H", "H", "H", "H", "H", "H", "H", "H", "H", "H", "H", "H", "H", "H", "H"], "positions_angstrom": [[-4.7087, -0.4029, -2.2729], [-4.1970, -0.4722, -1.1700], [-2.9280, 0.2588, -0.8482], [-1.7125, -0.4077, -0.8182], [-0.5305, 0.2731, -0.5781], [-0.5521, 1.6469, -0.3614], [0.5315, 2.4299, -0.0958], [1.8211, 1.8567, -0.0360], [2.4091, 1.6107, -1.4317], [3.7370, 0.8566, -1.2880], [4.3915, 1.2320, -0.0529], [4.9964, 0.3723, 0.7983], [5.4984, 0.7250, 1.8481], [5.0250, -1.0631, 0.3677], [6.1168, -1.6004, -0.3039], [6.1122, -2.9508, -0.6131], [5.0134, -3.7096, -0.2383], [3.9760, -3.2096, 0.4111], [3.9869, -1.9262, 0.7143], [4.1938, 2.6116, 0.3383], [2.7227, 2.8452, 0.7168], [-1.7744, 2.3199, -0.4059], [-2.9448, 1.6354, -0.6531], [-4.7131, -1.2233, -0.1691], [-4.2122, -1.2071, 1.1849], [-4.6685, 0.0178, 1.9951], [-6.0565, 0.5291, 1.6027], [-7.1158, -0.5667, 1.4434], [-7.1868, -1.1120, 0.0165], [-5.9590, -1.9262, -0.3955], [-1.6807, -1.4734, -0.9947], [0.3916, -0.2868, -0.5654], [1.7840, 0.9063, 0.5159], [1.7162, 1.0352, -2.0456], [2.5548, 2.5773, -1.9158], [4.3920, 1.0877, -2.1384], [3.5600, -0.2211, -1.2833], [6.9516, -0.9697, -0.5731], [6.9426, -3.4035, -1.1319], [4.9570, -4.7664, -0.4628], [3.1244, -1.5640, 1.2600], [4.4885, 3.2516, -0.4979], [4.8495, 2.8111, 1.1865], [2.5783, 2.7203, 1.7895], [2.4191, 3.8574, 0.4496], [-1.7756, 3.3864, -0.2452], [-3.8814, 2.1707, -0.6987], [-4.5697, -2.1198, 1.6675], [-3.1201, -1.2426, 1.1745], [-3.9526, 0.8308, 1.8576], [-4.6616, -0.2550, 3.0522], [-6.3768, 1.2383, 2.3689], [-5.9842, 1.0807, 0.6633], [-6.9263, -1.3780, 2.1490], [-8.0939, -0.1460, 1.6872], [-8.0659, -1.7512, -0.0874], [-7.2979, -0.2762, -0.6769], [-6.0176, -2.1449, -1.4645], [-5.9262, -2.8688, 0.1592]]}

{"formula": "C4H8ClN", "method": "ωB97M-V/def2-TZVPD", "homo_energy_ev": -9.458, "e_above_lowest_kcal_mol": 18.6, "smiles": "NC[C@@H]1C[C@H]1Cl", "lumo_ev": 1.085, "species": ["N", "C", "C", "C", "C", "Cl", "H", "H", "H", "H", "H", "H", "H", "H"], "positions_angstrom": [[0.1377, 3.0432, 0.5182], [-0.2863, 1.6898, 0.8154], [0.0821, 0.5307, -0.1716], [-0.8529, -0.0936, -1.1795], [-0.4730, -0.8471, 0.1047], [0.6379, -2.2043, -0.0484], [1.1092, 3.0703, 0.4078], [-0.3501, 3.2432, -0.3473], [0.2551, 1.3037, 1.7557], [-1.3845, 1.7166, 1.0909], [1.0916, 0.4923, -0.5645], [-0.2784, -0.5817, -1.9525], [-1.8371, 0.2132, -1.4764], [-1.2335, -0.9659, 0.8677]]}

{"formula": "C39H34N5P2SW", "method": "ωB97M-V/def2-TZVPD", "charge": 3, "homo_energy_ev": -14.767, "e_above_lowest_kcal_mol": 0.0, "lumo_ev": -10.724, "species": ["W", "C", "S", "C", "C", "C", "N", "P", "C", "C", "C", "C", "C", "C", "C", "C", "C", "C", "C", "C", "P", "C", "C", "C", "C", "C", "C", "C", "C", "C", "C", "C", "C", "H", "H", "H", "H", "H", "H", "H", "H", "H", "H", "H", "H", "H", "H", "H", "H", "H", "H", "H", "H", "H", "H", "H", "H", "H", "H", "H", "H", "H", "N", "C", "C", "C", "N", "C", "N", "N", "C", "C", "C", "C", "C", "C", "C", "H", "H", "H", "H", "H"], "positions_angstrom": [[1.3004, -0.8316, -1.3466], [-5.6003, 4.8796, -0.0146], [-3.9959, 4.0729, -0.2079], [-4.4096, 2.8167, -1.4546], [-3.1831, 1.9472, -1.7152], [-2.7949, 1.1406, -0.4852], [-1.5003, 0.4322, -0.6848], [-1.1253, -0.8180, -1.7129], [-2.4294, -1.8660, -2.2396], [-2.9031, -1.7902, -3.5576], [-3.9331, -2.6286, -3.9428], [-4.4791, -3.5265, -3.0311], [-4.0068, -3.5990, -1.7239], [-2.9789, -2.7694, -1.3185], [-0.0231, -0.2561, -3.0157], [0.7537, -1.4072, -3.3940], [2.1730, -1.2760, -3.4661], [2.7853, -0.0779, -3.1249], [2.0125, 1.0659, -2.7960], [0.6221, 0.9885, -2.8349], [-0.0850, 0.5756, 0.2672], [-0.2720, -0.3933, 1.7741], [0.8463, -0.7357, 2.5383], [0.6900, -1.4432, 3.7172], [-0.5819, -1.8308, 4.1286], [-1.6936, -1.5064, 3.3649], [-1.5457, -0.7848, 2.1866], [0.1480, 2.2778, 0.7557], [0.4807, 2.5675, 2.0834], [0.6150, 3.8875, 2.4864], [0.4016, 4.9194, 1.5856], [0.0557, 4.6396, 0.2675], [-0.0619, 3.3279, -0.1489], [-5.4659, 5.6687, 0.7215], [-6.3467, 4.1769, 0.3494], [-5.9211, 5.3239, -0.9539], [-4.7084, 3.3085, -2.3794], [-5.2480, 2.2103, -1.1060], [-2.3505, 2.5974, -2.0003], [-3.3805, 1.2704, -2.5537], [-3.5683, 0.4090, -0.2429], [-2.6687, 1.7950, 0.3776], [-2.4827, -1.0822, -4.2608], [-4.3141, -2.5820, -4.9537], [-5.2834, -4.1790, -3.3446], [-4.4320, -4.3066, -1.0254], [-2.6030, -2.8370, -0.3039], [0.2667, -2.3538, -3.5901], [2.7799, -2.1522, -3.6616], [3.8633, -0.0340, -3.0432], [2.5022, 1.9931, -2.5292], [0.0303, 1.8340, -2.5148], [1.8421, -0.4348, 2.2234], [1.5532, -1.7019, 4.3164], [-0.6986, -2.3880, 5.0485], [-2.6822, -1.8040, 3.6875], [-2.4267, -0.5283, 1.6139], [0.6155, 1.7773, 2.8073], [0.8664, 4.1074, 3.5150], [0.4890, 5.9473, 1.9112], [-0.1380, 5.4453, -0.4273], [-0.3687, 3.1397, -1.1678], [1.2892, -2.4578, -0.3705], [1.0140, -3.3126, 0.4197], [0.6097, -4.2407, 1.2778], [-0.7494, -4.6742, 1.1495], [-1.8606, -4.9175, 0.9895], [1.4515, -4.6525, 2.3568], [2.1137, -4.9708, 3.2392], [3.1951, -0.6396, -0.2936], [4.1639, -0.6186, 0.3349], [5.3559, -0.5933, 1.0971], [5.8148, 0.6326, 1.6003], [6.9839, 0.6512, 2.3334], [7.6800, -0.5320, 2.5634], [7.2165, -1.7459, 2.0642], [6.0521, -1.7887, 1.3252], [5.2635, 1.5447, 1.4145], [7.3576, 1.5860, 2.7272], [8.5962, -0.5069, 3.1382], [7.7676, -2.6568, 2.2517], [5.6828, -2.7250, 0.9288]]}

{"formula": "H39O19", "method": "ωB97M-V/def2-TZVPD", "charge": 1, "homo_energy_ev": -13.597, "e_above_lowest_kcal_mol": 51.3, "lumo_ev": -2.418, "species": ["O", "H", "H", "O", "H", "H", "O", "H", "H", "O", "H", "H", "O", "H", "H", "O", "H", "H", "O", "H", "H", "O", "H", "O", "H", "H", "O", "H", "H", "O", "H", "H", "O", "H", "H", "O", "H", "H", "O", "H", "H", "O", "H", "H", "O", "H", "H", "O", "H", "H", "O", "H", "H", "O", "H", "H", "H", "H"], "positions_angstrom": [[3.7606, -1.3189, -0.5887], [3.0685, -0.6834, -0.4014], [4.4936, -0.8330, -0.1895], [3.7106, 1.7910, 1.8688], [4.4400, 1.4791, 2.4041], [3.8566, 1.9884, 0.9379], [-0.4096, -3.1468, 2.3061], [-0.1208, -3.7320, 1.6012], [-0.9586, -3.4108, 3.0423], [-0.3893, -0.8639, -3.4739], [0.0420, -1.2786, -4.2156], [-1.1371, -0.4554, -3.9406], [1.8335, -0.0137, 1.2318], [2.2463, 0.7730, 1.6725], [1.5344, -0.4853, 2.0553], [2.0361, -0.6589, -2.7714], [2.1132, -1.5510, -2.4153], [2.9854, -0.5307, -2.9304], [-3.1391, -1.0867, 2.7324], [-3.5123, -1.8430, 3.2000], [-3.7766, -0.4808, 2.3571], [0.1729, -3.4652, -0.3207], [0.5118, -4.1651, -0.8819], [-3.2688, 0.2298, -3.5924], [-3.4800, 1.1755, -3.6615], [-4.1480, -0.1252, -3.4405], [-0.1200, 4.2086, 2.3186], [0.6238, 4.8012, 2.2679], [0.1330, 3.4358, -1.4114], [1.2085, -1.2270, 3.4853], [0.3330, -1.6139, 3.3052], [1.6984, -2.0291, 3.6869], [-1.9932, -3.1211, -2.4173], [-1.4386, -2.3614, -2.6955], [-2.8104, -2.6045, -2.3272], [-0.9638, -1.0701, 0.2214], [0.2296, 3.4950, 2.8736], [-0.6213, -0.4743, -0.7870], [-3.6223, -0.1107, -0.2227], [-4.4024, -0.4770, -0.6285], [-2.6861, -0.3111, -0.2728], [3.5062, 2.9905, -0.8723], [2.5755, 3.1708, -1.0630], [3.7301, 3.6353, -0.1914], [-0.9798, 0.7034, 2.0488], [-0.5916, 1.4090, 1.5045], [-0.1585, 0.3858, 2.4542], [0.3462, 0.4070, -0.9084], [1.2082, 0.1127, -1.3255], [0.9392, 0.3409, -0.0754], [0.9473, 3.5453, -1.9045], [0.6566, 4.1391, -2.6073], [-1.3814, -0.5995, 1.0035], [-2.1782, 2.3313, 0.7107], [-2.0745, 3.2758, 0.5979], [-3.0386, 1.9404, 0.8526], [-0.7587, -2.0190, 0.3032], [-0.7816, -3.6175, -0.5098]]}

{"formula": "C9H32N6O7", "method": "ωB97M-V/def2-TZVPD", "homo_energy_ev": -7.702, "e_above_lowest_kcal_mol": 606.2, "lumo_ev": -0.170, "species": ["C", "O", "H", "H", "H", "H", "C", "O", "H", "H", "H", "H", "C", "O", "N", "N", "H", "H", "H", "H", "C", "O", "N", "N", "H", "H", "H", "H", "C", "O", "N", "N", "H", "H", "H", "H", "C", "C", "O", "H", "H", "H", "H", "H", "H", "C", "C", "O", "H", "H", "H", "H", "H", "H"], "positions_angstrom": [[-0.4510, -0.5821, 0.3582], [-0.1512, 0.6184, -0.3615], [-0.9232, -0.4441, 1.3309], [-1.1717, -1.1167, -0.2605], [0.4374, -1.2036, 0.4705], [-1.0013, 1.0643, -0.3731], [-1.9884, 2.0726, 0.4649], [-1.7841, 1.5087, -0.8500], [-1.2417, 2.8200, 0.7332], [-2.9382, 2.6074, 0.4711], [-2.1331, 1.3843, 1.2976], [-2.4610, 0.8448, -1.0005], [0.0226, 2.6300, -3.0566], [-1.0525, 2.3657, -3.5747], [0.3503, 2.2099, -1.8209], [1.1070, 3.1764, -3.6633], [1.3015, 2.2615, -1.4854], [-0.3045, 1.7715, -1.1890], [1.1179, 3.3648, -4.6556], [1.7848, 3.4410, -2.9629], [-2.3546, 0.0207, 3.0877], [-2.5451, 1.1882, 3.3750], [-3.3087, -0.8333, 2.8640], [-1.2211, -0.5417, 3.0525], [-2.9719, -1.6962, 2.4615], [-4.2717, -0.7326, 3.1513], [-1.1594, -1.5352, 2.8812], [-0.4751, 0.1287, 2.9336], [2.6253, -0.3191, 0.1200], [3.8404, -0.2675, 0.2209], [1.8555, 0.0182, 1.0783], [1.9337, -0.4252, -0.9544], [2.1247, 0.3718, 1.9853], [0.8842, -0.1307, 0.8449], [2.3989, -0.7710, -1.7815], [0.9970, -0.0485, -0.9804], [0.1824, 0.1884, -2.3798], [0.5967, -0.4896, -3.6804], [1.4193, -1.4895, -3.2249], [-0.5820, 0.8743, -2.7452], [1.0260, 0.7612, -1.9947], [-0.2426, -0.4146, -1.5775], [1.1625, 0.0497, -4.4400], [-0.2869, -0.9469, -4.1257], [0.9019, -2.0698, -2.6618], [0.8409, -1.5550, 1.8759], [0.7528, -2.7832, 2.8809], [1.9354, -3.5040, 2.7991], [1.8007, -1.0454, 1.9604], [0.0063, -0.8646, 1.9983], [0.8460, -1.9896, 0.8763], [-0.0218, -3.5184, 2.6626], [0.6539, -2.4969, 3.9280], [2.1369, -3.9276, 3.6367]]}

{"formula": "C16H28N4O3PPtS", "method": "ωB97M-V/def2-TZVPD", "charge": 3, "homo_energy_ev": [-17.869, -19.289], "multiplicity": 5, "e_above_lowest_kcal_mol": 3.6, "lumo_ev": [-10.481, -12.909], "species": ["Pt", "C", "C", "N", "C", "S", "N", "N", "C", "C", "C", "C", "C", "C", "C", "N", "H", "H", "H", "H", "H", "H", "H", "H", "H", "H", "H", "H", "H", "C", "C", "O", "P", "O", "C", "C", "O", "C", "C", "H", "H", "H", "H", "H", "H", "H", "H", "H", "H", "H", "H", "H", "H", "H"], "positions_angstrom": [[-0.3664, 0.5619, -0.9811], [-6.0386, 1.9275, 2.1000], [-4.5372, 2.0451, 1.8790], [-3.9797, 0.7491, 1.4627], [-3.0169, 0.5139, 0.6130], [-2.1967, 1.8251, -0.2201], [-2.7756, -0.8111, 0.3878], [-1.8141, -0.9906, -0.4731], [-1.6108, -2.1950, -1.0065], [-2.2606, -3.4271, -0.5139], [-0.7547, -2.1460, -2.1825], [-0.5032, -3.2625, -2.9541], [0.1958, -3.1167, -4.1540], [0.6018, -1.8590, -4.5440], [0.3373, -0.7679, -3.7096], [-0.3105, -0.9098, -2.5606], [-6.4046, 2.8803, 2.4771], [-6.2751, 1.1627, 2.8416], [-6.5649, 1.7003, 1.1745], [-4.0291, 2.3323, 2.8039], [-4.2853, 2.7917, 1.1268], [-4.4046, -0.0826, 1.8769], [-2.8705, -3.2368, 0.3616], [-1.4909, -4.1654, -0.2678], [-2.8841, -3.8694, -1.2967], [-0.8599, -4.2354, -2.6429], [0.4000, -3.9803, -4.7738], [1.1157, -1.6987, -5.4829], [0.6407, 0.2333, -3.9868], [3.5311, -0.7034, -1.3541], [3.2365, 0.7566, -1.5881], [2.6980, 1.4243, -0.3888], [1.4373, 1.0645, 0.4402], [1.2568, 2.2054, 1.4488], [1.7160, 3.6271, 1.3680], [3.1445, 3.7495, 1.8219], [1.5554, -0.2549, 1.2234], [2.0985, -0.4206, 2.6112], [2.7778, -1.7562, 2.6938], [4.0148, -1.1098, -2.2433], [2.6237, -1.2823, -1.1523], [4.2124, -0.8330, -0.5132], [2.5278, 0.9227, -2.3994], [4.1336, 1.3233, -1.8088], [1.0355, 4.1499, 2.0290], [1.5619, 3.9766, 0.3491], [3.2758, 3.3438, 2.8250], [3.3927, 4.8117, 1.8544], [3.8386, 3.2591, 1.1411], [1.2465, -0.3444, 3.2793], [2.7780, 0.4045, 2.8081], [2.1064, -2.5592, 2.3882], [3.0656, -1.9332, 3.7309], [3.6777, -1.7906, 2.0812]]}

| no. | F_max (Eh/bohr) |
| --- | --- |
| 1 | 0.0115 |
| 2 | 0.0546 |
| 3 | 0.0299 |
| 4 | 0.0546 |
| 5 | 0.2481 |
| 6 | 0.0197 |